A structure of composition C48H36CrF5N2O5P2S2Se2, computed with ωB97M-V/def2-TZVPD.

Summary:
- Charge: -1
- Kohn-Sham gap (alpha / beta): 4.87 / 7.39 eV
- ⟨S²⟩: 6.0733
- Multiplicity: 5
- Highest occupied orbital energy (alpha / beta): -2.63 / -5.09 eV

CARTESIAN COORDINATES (ANGSTROEM)
Cr: -0.22 0.62 0.36
O: 0.80 2.23 1.27
S: 1.15 2.12 2.73
O: 1.06 3.35 3.46
O: 0.47 0.99 3.35
C: 2.82 1.54 2.74
C: 3.82 2.31 3.32
C: 5.07 1.74 3.53
C: 5.30 0.42 3.16
C: 4.30 -0.32 2.55
C: 3.04 0.23 2.32
P: 1.73 -0.74 1.39
C: 2.87 -1.41 0.10
C: 2.85 -2.71 -0.40
C: 3.66 -3.07 -1.47
C: 4.51 -2.15 -2.06
C: 4.55 -0.85 -1.56
C: 3.73 -0.49 -0.51
C: 1.37 -2.09 2.57
C: 1.48 -1.86 3.94
C: 1.11 -2.84 4.85
C: 0.61 -4.06 4.40
C: 0.48 -4.29 3.04
C: 0.85 -3.30 2.13
H: 3.59 3.32 3.63
H: 5.86 2.32 3.99
H: 6.26 -0.03 3.35
H: 4.50 -1.34 2.24
H: 2.21 -3.46 0.02
H: 3.61 -4.08 -1.85
H: 5.13 -2.43 -2.90
H: 5.21 -0.11 -2.00
H: 3.75 0.54 -0.16
H: 1.82 -0.90 4.30
H: 1.19 -2.65 5.91
H: 0.31 -4.82 5.11
H: 0.07 -5.22 2.67
H: 0.70 -3.47 1.08
O: -5.27 5.46 0.86
C: -4.54 5.29 -0.35
C: -3.50 4.23 -0.19
C: -2.46 4.13 -1.14
C: -1.58 3.09 -1.06
N: -1.62 2.15 -0.09
C: -2.58 2.28 0.88
C: -3.55 3.31 0.82
C: -2.55 1.31 1.91
C: -3.29 1.40 3.12
C: -3.27 0.37 4.01
C: -3.95 0.46 5.35
O: -4.10 1.79 5.84
C: -2.53 -0.80 3.68
C: -1.76 -0.79 2.56
N: -1.72 0.24 1.69
H: -5.97 6.10 0.70
H: -4.06 6.22 -0.65
H: -5.21 5.00 -1.17
H: -2.36 4.85 -1.95
H: -0.79 2.99 -1.78
H: -4.34 3.36 1.55
H: -3.84 2.30 3.35
H: -3.40 -0.16 6.07
H: -4.97 0.06 5.29
H: -3.25 2.23 5.71
H: -2.51 -1.67 4.33
H: -1.13 -1.64 2.32
Se: -2.20 0.59 -3.57
P: -0.09 0.71 -3.57
Se: 1.14 1.09 -1.75
C: 0.70 -0.81 -4.25
C: 2.05 -0.79 -4.59
C: 2.67 -1.95 -5.03
C: 1.95 -3.13 -5.13
C: 0.60 -3.15 -4.79
C: -0.03 -1.98 -4.36
C: 0.46 2.01 -4.75
C: -0.18 2.08 -5.99
C: 0.15 3.07 -6.90
C: 1.13 4.01 -6.59
C: 1.78 3.94 -5.36
C: 1.44 2.95 -4.45
H: 2.62 0.12 -4.49
H: 3.72 -1.93 -5.29
H: 2.43 -4.04 -5.46
H: 0.03 -4.07 -4.86
H: -1.08 -1.98 -4.10
H: -0.96 1.36 -6.22
H: -0.36 3.12 -7.85
H: 1.38 4.79 -7.29
H: 2.54 4.67 -5.11
H: 1.94 2.91 -3.49
F: -4.94 -4.99 1.23
C: -3.97 -4.19 0.76
C: -4.16 -2.83 0.71
F: -5.32 -2.31 1.12
C: -3.15 -2.01 0.22
F: -3.42 -0.71 0.17
C: -1.92 -2.50 -0.20
S: -0.59 -1.50 -0.79
C: -1.80 -3.89 -0.19
F: -0.69 -4.48 -0.65
C: -2.79 -4.72 0.29
F: -2.61 -6.05 0.32



A structure of composition C48H37ClN5O6PdS3, computed with ωB97M-V/def2-TZVPD.

Summary:
- Charge: +1
- Kohn-Sham gap (alpha / beta): 6.07 / 4.30 eV
- ⟨S²⟩: 6.0701
- Multiplicity: 5
- Highest occupied orbital energy (alpha / beta): -10.48 / -10.59 eV

CARTESIAN COORDINATES (ANGSTROEM)
Pd: 0.56 -0.74 0.23
O: -1.66 -2.10 1.97
S: -0.91 -1.73 3.11
O: -0.89 -2.56 4.25
N: 0.69 -1.60 2.49
C: 1.85 -1.92 3.01
C: 2.08 -2.53 4.28
C: 3.33 -2.96 4.68
C: 4.42 -2.52 3.92
C: 4.32 -1.94 2.73
C: 5.51 -1.58 1.95
C: 5.32 -0.73 0.94
C: 4.01 -0.34 0.57
N: 2.92 -0.81 1.17
C: 3.03 -1.53 2.26
C: -1.15 -0.04 3.54
C: -0.12 0.73 4.21
C: -0.35 2.08 4.32
C: -1.64 2.63 4.08
C: -2.61 1.78 3.65
C: -2.38 0.48 3.25
H: 1.20 -2.87 4.82
H: 3.34 -3.46 5.63
H: 5.38 -2.63 4.49
H: 6.53 -2.03 2.15
H: 6.06 -0.44 0.15
H: 3.96 0.37 -0.32
H: 0.83 0.33 4.37
H: 0.43 2.76 4.70
H: -1.92 3.67 4.33
H: -3.64 2.14 3.48
H: -3.13 0.01 2.68
S: 1.06 0.09 -1.93
C: -0.06 1.40 -1.88
N: -1.02 1.52 -2.76
C: -2.08 2.56 -2.56
C: -1.32 3.81 -1.98
N: -0.68 3.35 -0.70
C: -0.51 4.40 0.32
C: -1.76 4.87 1.11
C: -3.01 4.26 1.13
C: -3.95 4.81 1.97
C: -3.77 6.06 2.54
C: -2.53 6.71 2.44
C: -1.53 6.09 1.75
C: -0.09 2.18 -0.62
S: 0.66 1.64 0.75
C: -1.15 0.60 -3.89
C: 0.05 0.54 -4.79
C: 0.72 -0.69 -5.06
C: 1.92 -0.69 -5.73
C: 2.44 0.57 -6.13
C: 1.85 1.78 -5.76
C: 0.65 1.75 -5.15
H: -2.62 2.28 -1.63
H: -2.62 2.81 -3.52
H: -1.95 4.65 -1.76
H: -0.54 4.20 -2.62
H: -0.10 5.28 -0.20
H: 0.24 4.03 1.01
H: -3.11 3.21 0.71
H: -4.87 4.31 2.12
H: -4.56 6.46 3.18
H: -2.33 7.58 3.01
H: -0.57 6.64 1.82
H: -2.15 0.85 -4.36
H: -1.24 -0.41 -3.50
H: 0.33 -1.57 -4.56
H: 2.53 -1.61 -5.96
H: 3.37 0.47 -6.63
H: 2.30 2.61 -6.17
H: 0.08 2.63 -4.93
O: -1.23 -2.85 -1.78
C: -1.96 -2.01 -1.29
N: -1.56 -0.87 -0.54
C: -2.66 -0.12 -0.39
O: -2.70 1.02 0.15
C: -3.92 -0.72 -0.93
C: -5.26 -0.34 -1.03
C: -6.17 -1.30 -1.67
C: -5.73 -2.55 -1.99
C: -4.36 -2.88 -1.98
C: -3.52 -1.96 -1.44
H: -5.67 0.61 -0.71
H: -7.26 -1.14 -1.66
H: -6.43 -3.33 -2.25
H: -3.96 -3.88 -2.20
Cl: 5.73 -7.73 0.21
C: 4.64 -6.42 -0.13
C: 4.54 -5.89 -1.37
C: 3.63 -4.84 -1.69
C: 2.94 -4.27 -0.67
C: 2.95 -4.88 0.61
C: 3.81 -5.95 0.93
C: 2.15 -3.03 -0.91
O: 2.47 -2.35 -1.84
O: 1.22 -2.72 -0.06
H: 5.16 -6.32 -2.16
H: 3.60 -4.46 -2.70
H: 2.35 -4.47 1.41
H: 3.75 -6.35 1.93



Record-wise relative energy (zero: lowest compared OMol25 entry of this formula, charge and spin) values, in kcal/mol: 21.4 16.9